40
Properties=species:S:1:pos:R:3 method="wB97M-V/def2-TZVPD" relative_energy_kj_mol=47.0 energy_ev=-84693.4224 molar_mass_g_mol=491.487 largest_force_ev_per_a=3.5 total_charge=-1 orbital_gap_ev=4.515 homo_energy_ev=-4.4
Cl 4.082 -2.402 3.156
B 3.323 -0.704 3.053
Cl 2.997 -0.055 4.777
Cl 4.353 0.488 2.124
O 2.030 -0.890 2.392
C 1.041 -0.188 1.995
C -0.283 -0.446 2.529
C -1.185 0.609 2.831
C -2.475 0.296 3.251
C -2.876 -1.043 3.380
C -1.930 -2.069 3.256
C -0.630 -1.776 2.872
H 1.209 0.628 1.287
H -0.850 1.645 2.709
H -3.188 1.094 3.474
H -3.902 -1.287 3.659
H -2.199 -3.105 3.453
H 0.134 -2.549 2.777
F 4.420 -2.181 -1.863
C 3.090 -2.029 -1.771
F 2.500 -2.808 -2.707
F 2.686 -2.444 -0.542
S 2.577 -0.217 -1.933
C 0.888 -0.325 -1.547
C -0.081 0.505 -2.158
C -1.371 -0.045 -2.466
C -2.380 0.703 -3.023
C -2.195 2.083 -3.205
N -3.359 2.875 -3.423
O -3.256 4.121 -3.474
O -4.457 2.269 -3.509
C -0.926 2.664 -2.946
C 0.104 1.907 -2.431
O 3.281 0.443 -0.850
O 2.790 0.125 -3.322
H 0.639 -1.147 -0.883
H -1.545 -1.099 -2.267
H -3.339 0.274 -3.307
H -0.781 3.719 -3.166
H 1.062 2.362 -2.182

---

16
Properties=species:S:1:pos:R:3 method="wB97M-V/def2-TZVPD" relative_energy_kj_mol=525.6 energy_ev=-24179.7817 molar_mass_g_mol=232.989 largest_force_ev_per_a=1.4 total_charge=0 orbital_gap_ev="6.690 / 7.509" homo_energy_ev="-8.6 / -8.4"
C 1.338 -1.675 0.490
C -0.939 2.421 -0.033
C 0.530 -1.320 -0.747
N 0.164 0.094 -0.764
O -0.544 -0.395 2.779
P -1.046 0.613 0.252
I -3.045 -0.064 -0.945
H 2.258 -1.094 0.519
H 0.754 -1.446 1.384
H 1.593 -2.731 0.491
H -0.213 2.847 0.659
H -0.632 2.604 -1.065
H -1.909 2.882 0.153
H 1.096 -1.522 -1.663
H -0.393 -1.903 -0.778
H 0.989 0.688 -0.732

---

8
Properties=species:S:1:pos:R:3 method="wB97M-V/def2-TZVPD" relative_energy_kj_mol=340.6 energy_ev=-17956.2702 molar_mass_g_mol=95.103 largest_force_ev_per_a=1.2 total_charge=-1 orbital_gap_ev="7.383 / 7.406" homo_energy_ev="-3.5 / -3.5"
N -1.118 -1.983 0.278
N -0.225 1.517 0.056
O 1.639 0.091 1.094
O 1.208 -0.078 -1.340
S 0.648 -0.048 0.016
H -0.521 -2.590 -0.286
H -0.865 1.541 -0.728
H -0.765 1.550 0.910